Formula: C2H4N2S2
Source: the Open Molecules 2025 dataset
Level of theory: wB97M-V/def2-TZVPD

Each atom is followed by the atoms it is bonded to, with distances in Å.
Cartesian coordinates (Å):
1 S 3.127 -0.877 0.008  C2 1.621
2 C 1.875 0.150 -0.067  S1 1.621, N3 1.339, H7 1.131
3 N 0.581 -0.186 -0.156  C2 1.339, C4 1.421, H8 1.006
4 C -0.490 0.733 0.009  N3 1.421, N5 1.266, H9 1.098
5 N -1.723 0.447 0.002  C4 1.266, S6 1.655
6 S -2.116 -1.159 -0.067  N5 1.655, H10 1.327
7 H 2.005 1.261 -0.227  C2 1.131
8 H 0.306 -1.139 0.010  N3 1.006
9 H -0.208 1.789 0.108  C4 1.098
10 H -3.357 -1.018 0.379  S6 1.327

Output
molar mass = 120.20 u
largest force on an atom = 2.1 eV/Å
E_LUMO = 0.002 eV
highest occupied orbital energy = -8.9 eV
SMILES = S=CN/C=N\S
spin multiplicity = 1
orbital gap = 0.328 hartree
relative energy (zero: lowest compared OMol25 entry of this formula, charge and spin) = 35.12 kcal per mole



Formula: C2H4N2S2
Source: the Open Molecules 2025 dataset
Level of theory: wB97M-V/def2-TZVPD

Each atom is followed by the atoms it is bonded to, with distances in Å.
Cartesian coordinates (Å):
1 C 1.055 -0.203 0.384  C2 1.645, N3 1.348, H7 1.155, H8 1.114
2 C -0.106 -0.216 -0.782  C1 1.645, S6 1.836, H9 1.099, H10 1.081
3 N 0.937 0.897 1.155  C1 1.348, N4 1.158
4 N 0.092 1.659 1.372  N3 1.158
5 S -2.953 -0.627 -0.050  S6 1.946
6 S -1.583 0.739 -0.256  C2 1.836, S5 1.946
7 H 0.956 -1.196 0.966  C1 1.155
8 H 1.979 -0.150 -0.235  C1 1.114
9 H 0.075 0.335 -1.715  C2 1.099
10 H -0.452 -1.239 -0.839  C2 1.081

Output
molar mass = 120.20 u
largest force on an atom = 5.7 eV/Å
E_LUMO (alpha / beta) = 0.181 / -1.067 eV
highest occupied orbital energy (alpha / beta) = -8.0 / -7.6 eV
spin multiplicity = 1
orbital gap (alpha / beta) = 0.302 / 0.240 hartree
relative energy (zero: lowest compared OMol25 entry of this formula, charge and spin) = 83.78 kcal per mole



Formula: C2H4N2S2
Source: the Open Molecules 2025 dataset
Level of theory: wB97M-V/def2-TZVPD

Each atom is followed by the atoms it is bonded to, with distances in Å.
Cartesian coordinates (Å):
1 N -0.018 -1.823 -1.704  N2 1.460, H7 1.066, H8 1.253
2 N 0.094 -0.672 -0.813  N1 1.460, C3 1.443, C5 1.401
3 C -0.546 -1.113 0.402  N2 1.443, S4 1.685, H9 1.237
4 S -0.686 -0.296 1.869  C3 1.685
5 C 0.779 0.524 -1.066  N2 1.401, S6 1.711, H10 1.119
6 S 0.484 1.920 -0.123  C5 1.711
7 H 0.876 -2.398 -1.615  N1 1.066
8 H -0.021 -0.956 -2.608  N1 1.253
9 H -1.012 -2.120 -0.145  C3 1.237
10 H 1.448 0.485 -1.962  C5 1.119

Output
molar mass = 120.20 u
largest force on an atom = 6.6 eV/Å
E_LUMO = -1.076 eV
highest occupied orbital energy = -8.0 eV
SMILES = NN(C=S)C=S
spin multiplicity = 1
orbital gap = 0.254 hartree
relative energy (zero: lowest compared OMol25 entry of this formula, charge and spin) = 114.87 kcal per mole



Formula: C2H4N2S2
Source: the Open Molecules 2025 dataset
Level of theory: wB97M-V/def2-TZVPD

Each atom is followed by the atoms it is bonded to, with distances in Å.
Cartesian coordinates (Å):
1 C 0.420 -1.048 -1.459  N3 1.215, S5 1.852, H7 1.078
2 C -0.742 -0.326 0.753  N4 1.355, H8 1.077, H9 1.079
3 N -0.751 -1.201 -1.176  C1 1.215
4 N 0.322 0.495 0.585  C2 1.355, S5 1.703, S6 1.749
5 S 1.596 -0.205 -0.303  C1 1.852, N4 1.703
6 S -0.001 2.193 0.316  N4 1.749, H10 1.341
7 H 0.960 -1.342 -2.345  C1 1.078
8 H -1.711 0.130 0.865  C2 1.077
9 H -0.556 -1.266 1.249  C2 1.079
10 H 0.464 2.568 1.516  S6 1.341

Output
molar mass = 120.20 u
largest force on an atom = 2.5 eV/Å
E_LUMO = 0.409 eV
highest occupied orbital energy = -8.6 eV
spin multiplicity = 1
orbital gap = 0.332 hartree
relative energy (zero: lowest compared OMol25 entry of this formula, charge and spin) = 81.92 kcal per mole